(1)
Here is a cluster of 3 separate species, C3H9N3O6 in total in a non-equilibrium geometry from OMol25. Energies are from ωB97M-V/def2-TZVPD.

Its charge is -1. The value obtained for the lowest unoccupied orbital energy (spin up / spin down) is 2.789 / 2.838 eV. As for the multiplicity: 2. The calculation puts the energy relative to the best compared isomer or geometry (same formula, charge and spin) at 0.0 kcal per mole. As for the electronic energy: -735.1218 hartree.

Cartesian coordinates (Å):
H 0.99 -1.67 -1.93
O -1.10 -5.40 1.45
N -0.30 -0.51 -0.85
H 1.13 -3.16 1.90
H -0.51 -3.06 1.20
H -0.61 3.37 -0.14
N -0.82 5.19 -1.09
O 1.10 -5.70 1.80
C 0.90 -0.60 -1.77
H -0.44 4.73 0.96
O -1.07 -1.45 -0.63
H -0.27 -3.31 2.98
O -0.71 6.37 -1.02
H 0.90 4.47 -0.29
O -0.34 0.56 -0.26
O -1.40 4.60 -1.99
N 0.07 -5.02 1.74
H 0.75 -0.06 -2.71
C 0.10 -3.52 1.98
H 1.79 -0.20 -1.29
C -0.16 4.36 -0.03

---

(2)
Here is an isolated molecule of C5H9NO2S in a non-equilibrium geometry from OMol25. Energies are from ωB97M-V/def2-TZVPD.

The value obtained for the lowest unoccupied orbital energy is 0.542 eV. The calculation puts the energy relative to the best compared isomer or geometry (same formula, charge and spin) at 91.6 kcal per mole. As for the electronic energy: -799.2129 hartree.

Cartesian coordinates (Å):
C 0.00 1.19 0.10
H -1.80 -2.47 0.20
H 2.23 -0.89 0.49
H -0.18 3.05 0.47
C -1.46 -1.50 -0.22
H 0.73 -1.96 0.04
C -0.06 -1.21 0.33
S -2.66 -0.14 0.33
C 2.12 -0.05 -0.23
H 1.56 2.45 0.28
H -0.10 -1.19 1.46
O -1.40 1.02 0.19
H 2.41 0.92 -0.04
H -1.52 -1.27 -1.26
N 0.65 -0.03 -0.14
C 0.55 2.43 0.14
H 2.43 -0.37 -1.29
O -3.49 -0.01 -0.85

---

(3)
Here is a cluster of 4 separate species, C16H16Cl4F2O in total from OMol25. Energies are from ωB97M-V/def2-TZVPD.

The value obtained for the lowest unoccupied orbital energy is 0.236 eV. As for the SMILES: ClC(Cl)(Cl)Cl.Fc1ccccc1.Fc1ccccc1.CC(C)=O. The calculation puts the energy relative to the best compared isomer or geometry (same formula, charge and spin) at 0.0 kcal per mole. As for the electronic energy: -2735.0028 hartree.

Cartesian coordinates (Å):
C -19.59 -21.56 4.21
C -19.89 -21.97 5.64
H -17.39 -26.83 7.77
C -19.61 -24.35 8.99
C -17.52 -25.45 10.48
H -17.79 -25.00 3.92
C -18.69 -28.11 4.91
H -20.06 -21.11 6.29
C -17.86 -25.87 4.56
H -20.80 -22.57 5.62
C -18.29 -28.06 6.24
H -18.08 -23.24 7.98
C -17.44 -25.84 5.88
C -17.25 -24.48 9.51
H -19.07 -26.64 11.42
Cl -15.69 -20.46 8.31
H -20.37 -20.55 2.50
Cl -13.51 -21.29 6.59
H -18.49 -28.93 6.85
F -21.12 -25.62 10.26
C -20.58 -20.62 3.56
C -18.49 -27.01 4.11
H -19.09 -22.60 6.02
O -18.63 -21.98 3.62
H -21.60 -20.95 3.74
H -20.46 -19.62 3.98
C -15.24 -20.91 6.65
C -17.65 -26.93 6.72
H -20.43 -23.99 8.38
C -18.83 -25.86 10.71
H -19.24 -28.94 4.49
C -19.85 -25.26 10.00
Cl -15.59 -19.56 5.57
H -16.23 -24.16 9.35
H -16.72 -25.94 11.02
C -18.30 -23.97 8.75
F -18.95 -27.04 2.83
Cl -16.18 -22.31 6.16
H -17.00 -24.95 6.31

---

(4)
Here is a structure of composition C7H7NO2 in a non-equilibrium geometry from OMol25. Energies are from ωB97M-V/def2-TZVPD.

The value obtained for the lowest unoccupied orbital energy is 0.039 eV. The calculation puts the energy relative to the best compared isomer or geometry (same formula, charge and spin) at 154.5 kcal per mole. As for the electronic energy: -475.9367 hartree.

Cartesian coordinates (Å):
C -1.00 -0.04 -0.36
H 0.36 0.39 -2.30
H -2.13 1.85 -0.70
C -0.81 -1.23 1.84
C -1.24 1.42 -0.23
H 2.40 0.46 -2.64
N -0.20 0.92 -1.11
C -0.18 -0.76 0.65
O 1.77 -0.16 -2.24
C 1.61 0.36 -0.47
H -1.93 -2.27 3.54
O 2.37 1.27 -0.20
C 1.16 -0.67 0.49
H -1.73 -0.63 -0.92
H -0.90 1.91 0.69
H 1.87 -1.12 1.18
C -1.41 -1.70 2.79

---

(5)
Here is a cluster of 8 separate species, C24H36Br8N4 in total in a non-equilibrium geometry from OMol25. Energies are from ωB97M-V/def2-TZVPD.

The value obtained for the lowest unoccupied orbital energy is 0.338 eV. As for the SMILES: c1cc[nH]c1.c1cc[nH]c1.c1cc[nH]c1.c1cc[nH]c1.BrCCBr.BrCCBr.BrCCBr.BrCCBr. The calculation puts the energy relative to the best compared isomer or geometry (same formula, charge and spin) at 0.0 kcal per mole. As for the electronic energy: -21747.2017 hartree.

Cartesian coordinates (Å):
H 16.87 6.18 7.48
C 14.81 9.26 6.27
C 12.27 9.72 12.34
H 17.42 8.88 8.80
C 9.15 13.36 9.63
H 10.86 6.30 10.79
N 12.97 10.85 10.61
C 10.11 6.62 10.02
C 9.47 13.13 7.46
C 15.69 13.79 9.61
Br 16.48 9.24 5.20
C 15.28 6.71 8.92
H 14.71 5.31 5.98
H 8.85 8.42 13.21
C 13.94 6.54 8.91
H 13.12 7.74 11.77
H 16.72 13.75 9.22
C 10.21 8.04 9.57
H 18.20 11.33 7.83
H 15.48 14.78 9.87
H 14.62 8.21 6.53
H 8.96 13.21 10.67
C 17.67 9.80 9.32
N 18.07 11.13 11.07
H 9.10 6.38 10.34
H 12.68 5.66 7.48
H 13.32 9.25 4.69
C 6.64 8.78 13.13
N 13.58 6.02 7.67
C 15.82 6.25 7.68
H 6.45 8.20 14.09
H 18.73 12.85 10.05
Br 6.29 7.59 11.66
C 13.01 8.78 11.52
C 8.08 9.23 13.24
H 13.00 11.50 9.81
C 13.70 9.86 5.50
Br 10.33 5.45 8.42
H 13.86 10.81 5.07
H 14.08 9.38 9.64
H 9.83 12.70 6.55
C 18.14 11.04 8.86
H 11.16 8.18 9.00
H 8.24 9.79 14.16
H 7.95 15.07 9.45
C 18.47 11.80 9.94
H 17.25 9.20 11.38
H 11.77 9.46 13.25
C 9.81 12.59 8.73
C 15.55 12.86 10.80
Br 14.46 13.31 8.20
N 8.45 14.34 8.96
H 17.91 11.55 11.97
Br 12.16 9.96 6.77
Br 8.91 8.60 8.26
Br 16.38 13.53 12.40
H 15.91 7.02 9.78
H 6.01 9.67 13.07
H 15.95 11.83 10.69
H 10.40 11.71 8.89
H 11.76 11.85 12.08
C 13.44 9.56 10.48
H 10.17 8.72 10.42
H 15.01 9.84 7.14
C 8.70 14.26 7.63
H 14.53 12.67 11.10
C 14.76 5.76 6.96
H 13.15 6.67 9.63
C 12.22 10.93 11.76
H 8.26 14.98 6.96
C 17.58 9.90 10.68
Br 8.36 10.47 11.81

---

(6)
Here is a cluster of 2 separate species, C5H8N2O in total in a non-equilibrium geometry from OMol25. Energies are from ωB97M-V/def2-TZVPD.

The value obtained for the lowest unoccupied orbital energy is 0.819 eV. As for the SMILES: C#CC(N)=O.C=CN. The calculation puts the energy relative to the best compared isomer or geometry (same formula, charge and spin) at 88.0 kcal per mole. As for the electronic energy: -379.9479 hartree.

Cartesian coordinates (Å):
H 0.86 -0.64 -1.64
C 1.59 0.28 0.68
C -0.82 -0.03 -0.77
O -0.95 1.15 -1.07
N 1.66 1.32 -0.25
H 0.96 -0.53 2.51
H 0.89 1.97 -0.17
C -3.08 -0.99 0.25
C 0.72 0.16 1.72
H 2.39 1.38 -0.94
C -1.93 -0.69 0.02
H 2.50 -0.32 0.68
H -4.12 -1.11 0.19
H -0.07 0.86 1.93
N -0.07 -0.98 -1.43
H -0.53 -1.83 -1.73

---

(7)
Here is a structure of composition C22H30InN2O11 in a non-equilibrium geometry from OMol25. Energies are from ωB97M-V/def2-TZVPD.

Its charge is -1. The value obtained for the lowest unoccupied orbital energy is -1.479 eV. The calculation puts the energy relative to the best compared isomer or geometry (same formula, charge and spin) at 30.4 kcal per mole. As for the electronic energy: -1983.4136 hartree.

Cartesian coordinates (Å):
C 18.89 -14.63 -16.59
O 17.48 -18.46 -6.14
C 18.73 -12.51 -14.92
H 21.25 -18.28 -10.14
H 18.77 -18.15 -14.15
H 21.69 -16.65 -15.85
C 16.24 -16.41 -14.78
H 14.60 -14.16 -11.92
O 18.19 -15.32 -15.55
C 16.36 -11.54 -14.68
H 14.24 -16.30 -13.03
O 20.87 -17.07 -11.93
H 16.70 -17.38 -14.59
H 19.82 -14.20 -16.22
H 16.26 -14.73 -16.04
H 15.59 -15.06 -8.92
H 18.95 -16.57 -7.24
H 15.36 -13.44 -9.55
H 16.02 -19.38 -10.32
C 20.75 -17.67 -14.17
O 17.33 -12.89 -13.00
H 20.50 -19.08 -12.62
H 16.99 -13.98 -9.19
H 21.30 -15.56 -14.43
C 17.37 -12.36 -14.11
C 21.60 -16.55 -14.77
C 16.70 -18.82 -9.68
C 17.54 -17.88 -10.30
C 18.94 -11.74 -16.08
C 21.08 -18.17 -12.79
N 19.32 -17.31 -14.30
O 18.90 -15.93 -9.74
H 19.21 -17.14 -15.30
C 18.24 -17.12 -7.83
H 20.93 -18.53 -14.83
C 16.03 -14.31 -9.59
H 22.53 -17.29 -10.87
C 21.45 -17.33 -10.65
C 17.46 -18.19 -7.35
C 15.23 -16.10 -12.58
H 16.92 -16.25 -16.84
H 21.16 -16.56 -9.94
C 15.03 -15.07 -11.49
H 14.31 -15.44 -10.77
C 18.29 -16.87 -9.24
C 17.85 -11.05 -16.63
O 15.69 -19.75 -7.91
H 22.64 -16.65 -14.42
C 16.88 -15.63 -15.94
C 16.53 -10.88 -15.90
C 16.60 -19.00 -8.29
H 18.32 -13.72 -16.82
N 16.15 -15.55 -13.60
O 18.03 -10.40 -17.67
O 17.73 -17.71 -11.50
O 16.30 -14.80 -10.89
H 15.54 -14.79 -13.90
H 19.90 -11.76 -16.56
H 15.49 -17.11 -12.24
O 19.52 -13.34 -14.46
H 19.03 -15.22 -17.50
H 22.15 -18.37 -12.82
H 15.53 -11.24 -14.06
H 15.24 -16.68 -15.17
O 15.59 -10.23 -16.36
In 18.73 -15.30 -12.48

---

(8)
Here is a structure of composition C27H57F3O18 in a non-equilibrium geometry from OMol25. Energies are from ωB97M-V/def2-TZVPD.

The value obtained for the lowest unoccupied orbital energy is -0.409 eV. As for the electronic energy: -2715.4995 hartree.

Cartesian coordinates (Å):
H 3.84 2.31 3.28
H -0.13 -0.69 -3.49
H 1.59 3.10 -0.85
H 2.51 4.60 0.87
H -3.92 -2.66 2.19
H 3.30 2.37 1.53
H -3.07 -1.45 -0.56
C 4.24 3.62 -1.67
O 4.34 -1.37 2.22
H -3.76 0.78 4.62
O -1.90 -3.03 -1.40
C -0.48 -1.32 0.46
O 0.27 0.73 -0.34
H -1.57 -2.72 2.76
H 0.75 -2.99 0.79
O 2.32 1.21 2.83
H -3.92 -2.12 -2.03
H 0.65 -4.99 -1.54
O 3.89 -1.36 -1.27
C -1.43 3.76 -1.92
O -2.49 -1.57 3.03
H 1.82 1.02 2.03
C 3.62 -1.69 1.06
C -2.90 0.46 4.03
H 4.40 -1.82 0.30
O -1.22 -3.26 0.83
H -0.58 -2.31 0.02
C -2.66 -0.97 4.30
C 0.33 -2.92 -1.92
H -2.77 -0.69 -1.93
H 0.37 4.84 -2.43
H -2.19 -0.26 -4.30
C 1.25 -3.69 0.11
C -3.34 -3.50 1.80
H -0.74 -0.59 -1.59
F -1.77 1.19 4.35
C -2.69 -0.69 2.04
O 2.19 0.68 1.00
H 3.10 -2.62 1.27
H 2.92 -0.89 0.86
H 5.30 3.47 -1.46
C 1.22 0.10 0.49
H -1.14 3.17 -2.78
H 2.10 2.11 0.46
O 0.24 4.27 -0.40
O -0.77 -0.41 -2.84
O -3.35 -3.46 0.34
C -2.15 -3.25 -0.19
H 3.89 3.63 1.09
H 2.58 0.25 -0.66
O 1.68 -2.52 -1.87
C -3.42 1.51 0.44
H 3.18 -3.57 -0.79
H -1.29 1.21 -3.95
H -3.70 -4.51 1.99
C 2.33 -2.91 -0.61
C 3.57 2.33 -1.25
C -0.73 -0.19 -0.57
C 0.31 -4.11 -1.00
H -1.83 1.97 -0.92
H 1.91 -1.02 -1.66
H 1.61 -4.48 0.76
H -0.78 5.74 -1.43
O 0.84 -1.16 0.72
C 3.53 1.75 2.40
H -0.34 -2.11 -1.64
H 4.31 1.03 2.14
H -3.71 0.78 1.19
O -2.66 -0.91 0.83
C -1.65 3.02 -0.65
C 2.80 -0.42 -1.50
H 4.28 -1.53 -2.13
O -2.99 0.52 2.61
F -1.65 -4.76 2.59
H 0.22 2.27 -0.65
H -0.67 -4.34 -0.59
O 3.80 4.64 -0.75
H -4.41 0.50 -0.96
C -1.76 0.34 -3.49
H -0.27 2.68 1.01
O -4.36 1.40 -0.64
H -1.06 -1.20 1.37
O -4.75 -0.42 -1.16
F -1.95 0.24 -0.33
H 4.11 3.77 -2.75
H 4.97 -0.67 2.02
H -3.59 -1.32 4.77
H -3.54 2.51 0.85
H -2.38 4.21 -2.20
H 3.18 1.63 -1.99
H -1.77 -1.18 4.90
H -2.46 3.41 -0.04
C -0.34 4.76 -1.61
H -2.57 0.66 -2.83
C 3.19 3.95 0.32
H 2.59 -2.03 -0.02
H -2.39 1.35 0.12
C -1.87 -3.52 2.08
H -5.45 -0.94 -0.76
C -3.61 -1.23 -1.48
C -0.26 3.02 -0.02
H 4.25 1.74 -0.63
H 3.01 0.16 -2.40
C 2.48 2.79 -0.30
H 0.01 -3.20 -2.92

---

(9)
Here is an isolated molecule of C4H5N3O2 in a non-equilibrium geometry from OMol25. Energies are from ωB97M-V/def2-TZVPD.

The value obtained for the lowest unoccupied orbital energy is 0.168 eV. The calculation puts the energy relative to the best compared isomer or geometry (same formula, charge and spin) at 245.6 kcal per mole. As for the electronic energy: -469.8483 hartree.

Cartesian coordinates (Å):
O -2.29 0.09 -0.53
N 1.03 0.36 0.32
N -1.95 1.44 -0.40
H 2.81 -0.66 1.16
C 1.39 -0.46 -0.81
H 0.66 -1.27 -1.25
H -0.72 2.86 0.05
C 0.08 1.03 0.83
N -2.49 -0.79 0.58
C 1.87 -0.80 0.57
O -2.88 -1.82 0.20
H 1.99 -0.09 -1.62
H 1.29 -1.63 0.85
C -0.79 1.76 0.04

---

(10)
Here is a cluster of 4 separate species, C21H39BF6N4O9P3S in total in a non-equilibrium geometry from OMol25. Energies are from ωB97M-V/def2-TZVPD.

Its charge is -1. The value obtained for the lowest unoccupied orbital energy is 2.174 eV. The calculation puts the energy relative to the best compared isomer or geometry (same formula, charge and spin) at 0.0 kcal per mole. As for the electronic energy: -3766.4122 hartree.

Cartesian coordinates (Å):
B 2.91 2.28 3.42
H 3.90 -1.66 -0.72
C -1.45 -3.49 -3.41
H 4.01 0.76 -2.24
H -3.39 0.07 -3.62
H -3.13 0.85 3.54
C 0.30 0.83 0.93
H -3.73 1.50 2.01
C 3.33 -0.44 1.00
O 1.74 -0.20 2.83
C 1.22 -2.91 3.32
C -2.92 1.67 -2.26
C -2.54 -4.34 -6.08
C 2.52 -0.27 -1.50
H 1.35 -2.38 1.33
H 5.82 -2.26 0.35
H -2.60 1.01 -1.45
H -2.54 -2.06 -4.45
H -6.58 2.11 4.50
H 2.84 4.86 2.96
H 2.27 -1.97 -0.22
H 2.92 -1.10 4.86
H -4.74 0.60 -2.63
O 3.94 3.09 2.94
S 4.91 -2.87 4.07
O 2.96 0.92 1.05
H 2.78 -3.22 1.90
N -6.81 0.89 1.63
F 1.79 -3.87 4.07
H 3.33 2.79 5.23
C 2.99 -1.17 -0.35
F 0.50 1.75 3.23
N -0.78 2.48 -3.51
P 5.20 -0.27 0.98
H 4.55 5.01 2.61
C 2.74 -1.07 2.33
N 0.75 0.00 -3.23
H 0.73 0.94 -2.85
C -4.56 2.46 3.77
H -2.56 2.40 2.96
H 4.66 -0.07 3.91
O 0.12 -2.56 3.58
C -2.73 -2.99 -3.92
N -0.44 -3.86 -3.01
H -4.88 2.72 -3.97
H 0.56 -1.16 -1.55
O 5.71 0.70 1.94
H -3.54 2.16 -4.98
H -2.32 -3.44 -6.66
H 2.17 0.69 -1.14
C -5.81 1.58 3.94
H -5.56 0.68 4.49
C 1.35 -0.91 -2.24
H 1.34 0.06 -4.05
H -3.40 2.54 -1.81
H -1.59 -4.79 -5.79
O 2.74 2.18 4.78
H -5.08 1.29 -4.98
O 5.84 -1.74 1.16
H 1.69 -1.80 -2.79
H -4.35 -3.61 -5.18
P 1.74 1.38 2.15
C -3.43 1.76 3.03
C -3.88 0.95 -3.21
P 3.87 -1.22 3.84
H 5.80 -0.56 -1.09
H 4.06 4.71 4.27
O 3.55 -0.06 -2.47
C -1.72 2.13 -2.97
H -4.21 2.76 4.77
C -4.37 1.84 -4.35
C 3.83 4.47 3.22
C -6.37 1.19 2.65
H -3.06 -5.05 -6.73
F 0.25 1.53 -0.24
F 1.57 2.88 1.42
H -4.84 3.38 3.25
F -0.94 0.95 1.44
C 2.06 -2.45 2.16
F 0.40 -0.48 0.58
H -3.38 -2.77 -3.07
C -3.39 -4.01 -4.86
H -3.60 -4.93 -4.30
O 5.59 0.19 -0.52

---

(11)
Here is a structure of composition C5H7NO in a non-equilibrium geometry from OMol25. Energies are from ωB97M-V/def2-TZVPD.

The value obtained for the lowest unoccupied orbital energy is 0.724 eV. The calculation puts the energy relative to the best compared isomer or geometry (same formula, charge and spin) at 94.9 kcal per mole. As for the electronic energy: -324.5732 hartree.

Cartesian coordinates (Å):
H -0.22 2.17 -0.26
C -1.19 -0.52 -0.77
H 0.97 -1.00 -0.79
C 0.36 1.26 -0.41
H -0.01 0.23 -2.42
H -2.30 -1.27 0.94
C -1.37 -1.11 0.36
C -0.32 0.29 -1.39
O 1.30 -1.34 0.09
H -0.05 1.05 1.63
C 0.45 -0.76 0.96
N 0.54 0.64 0.92
H 1.34 1.55 -0.81
H 0.50 -1.19 1.96

---

(12)
Here is an isolated molecule of C5H7FN2 in a non-equilibrium geometry from OMol25. Energies are from ωB97M-V/def2-TZVPD.

The value obtained for the lowest unoccupied orbital energy is 0.004 eV. As for the SMILES: [H]/N=C1\C=C[C@@H](F)CN1. The calculation puts the energy relative to the best compared isomer or geometry (same formula, charge and spin) at 50.6 kcal per mole. As for the electronic energy: -404.0262 hartree.

Cartesian coordinates (Å):
H -1.18 0.17 2.92
N -0.23 0.57 2.67
H -1.79 -1.07 -1.32
F -0.30 1.02 -2.45
H 1.41 1.69 0.99
H 0.45 -0.92 -2.33
H 1.61 -0.95 -0.36
H -1.96 -1.09 1.22
C 1.31 0.04 -0.62
N 0.79 0.80 0.57
C -0.21 0.30 1.40
C 0.17 -0.13 -1.56
C -1.06 -0.50 -0.78
H 2.16 0.54 -0.96
C -1.18 -0.46 0.60